[1]
Entry from the Open Molecules 2025 dataset: an isolated ion of composition C9H13O and charge +1 (the ωB97M-V functional and the def2-TZVPD basis).

The geometry in XYZ format:
```
23
Properties=species:S:1:pos:R:3:forces:R:3:mulliken_charge:R:1
H -1.027 2.600 0.999 0.688 -0.944 -0.818 0.393
C -0.027 -2.410 0.459 -0.850 1.385 -0.155 -0.693
C -1.662 0.922 -0.370 0.382 1.476 1.649 0.184
H -3.411 1.592 0.599 0.331 -0.067 -0.307 0.348
H 4.223 -0.555 0.070 -0.724 0.677 0.861 0.355
H 3.222 -0.442 -1.487 0.012 -0.031 2.350 0.300
C -0.775 -1.296 0.594 -2.423 -1.639 1.993 -0.253
H 2.202 1.259 1.171 0.449 -0.751 0.278 0.408
H 0.643 -2.429 -0.404 -0.349 -0.548 0.346 0.168
C -0.624 1.981 0.128 -1.870 -0.648 0.346 -0.416
H -0.012 -3.208 1.195 0.012 0.230 -0.106 0.312
H -0.499 -0.756 -1.330 -0.304 0.603 -0.729 0.484
C -0.757 -0.218 -0.420 4.014 1.815 0.386 0.291
C 0.394 0.877 0.163 -0.804 -2.128 0.317 0.170
H -1.528 -1.094 1.438 1.466 -0.748 -1.001 0.269
H -0.367 2.699 -0.638 -0.112 0.410 -0.522 0.302
C -3.084 1.132 -0.355 -1.624 -0.204 -1.116 -1.135
H -3.254 1.949 -1.104 0.151 -0.105 0.455 0.389
O 1.933 -0.707 0.234 3.324 -0.221 0.723 -0.161
H 3.385 -1.891 -0.611 -0.240 -0.494 0.523 0.290
C 1.580 0.500 0.697 -1.922 1.790 -2.510 -0.517
H -3.822 0.337 -0.655 1.266 0.331 0.465 0.340
C 3.269 -0.842 -0.374 -0.871 -0.191 -3.427 -0.827
```
Forces are in eV/Å.

## Properties
Total charge = +1
Energy above the lowest of the compared OMol25 structures with the same formula, charge and spin = 112.8 kcal/mol
LUMO energy = -6.2643 eV
Strongest force on any atom = 4.42 eV Å⁻¹
Gap between HOMO and LUMO = 0.23196 Eh

[2]
Entry from the Open Molecules 2025 dataset: a single C9H13P molecule (the ωB97M-V functional and the def2-TZVPD basis).

The geometry in XYZ format:
```
23
Properties=species:S:1:pos:R:3:forces:R:3:mulliken_charge:R:1
H -1.198 2.145 -1.074 0.476 -1.226 -0.115 0.330
C -1.150 0.998 0.840 -4.215 1.867 -0.448 -0.652
C -1.442 -1.485 -0.962 -0.443 -0.442 0.931 -0.651
H 2.807 2.057 -0.280 0.029 -1.936 1.917 0.234
H -2.224 -1.263 -0.229 -0.259 -0.676 0.061 0.207
C -1.089 -0.144 -1.530 1.203 0.325 -2.529 -0.091
C 0.241 0.259 -0.995 2.065 0.609 -0.013 -0.497
P 2.235 -0.312 -0.574 -2.463 1.103 0.202 0.035
H -1.816 -2.234 -1.712 0.354 0.813 0.727 0.385
H 0.518 -2.196 -1.132 -0.484 -0.785 1.324 0.299
C 2.785 1.120 0.481 -0.962 2.372 -2.762 -0.886
C 0.532 -0.569 0.180 -0.851 -1.377 0.562 0.948
H 0.679 0.667 2.040 -1.476 -0.501 -1.067 0.199
H -0.484 -0.649 2.064 -0.120 0.331 -0.139 0.279
H -1.223 0.003 -2.632 -0.277 0.102 1.112 0.339
C -0.122 0.144 1.388 3.296 -2.302 2.274 -0.904
C -0.936 1.130 -0.677 0.392 1.068 0.649 -0.392
C -0.120 -1.941 -0.229 0.203 1.951 -2.577 -0.944
H -0.286 -2.693 0.506 0.356 -0.683 0.527 0.433
H 3.773 1.018 0.865 0.743 -0.302 0.283 0.369
H 2.064 1.340 1.270 0.374 0.101 -0.188 0.269
H -2.231 0.675 0.987 1.147 -0.672 -0.091 0.278
H -1.314 1.932 1.404 0.911 0.259 -0.640 0.414
```
Forces are in eV/Å.

## Properties
SMILES string = CP1[C@]23CC[C@@H]4[C@H](CC2)[C@@]413
Energy above the lowest of the compared OMol25 structures with the same formula, charge and spin = 49.5 kcal/mol
LUMO energy = 0.8438 eV
Strongest force on any atom = 4.63 eV Å⁻¹
Gap between HOMO and LUMO = 0.33507 Eh

[3]
Entry from the Open Molecules 2025 dataset: a 2-piece molecular cluster, C9H14 overall (the ωB97M-V functional and the def2-TZVPD basis).

The geometry in XYZ format:
```
23
Properties=species:S:1:pos:R:3:forces:R:3:mulliken_charge:R:1
C -0.790 -2.276 -0.492 0.037 -1.686 1.456 -1.392
C -3.029 1.270 1.810 -0.185 -1.725 1.050 -0.784
H 0.704 -1.067 1.410 -0.040 0.364 0.541 0.325
H -1.691 -2.283 -1.110 -0.055 1.190 -0.233 0.312
H -1.111 -2.292 0.575 -0.003 -0.216 -0.588 0.263
H -2.408 3.167 2.620 0.030 0.037 0.293 0.286
H 1.951 0.318 -3.171 0.122 0.241 0.161 0.295
C 0.883 -0.615 0.446 0.045 -1.172 -1.508 -0.455
C 2.278 0.757 -1.093 0.054 -0.651 -0.175 -0.386
C 0.634 -0.858 -1.946 0.578 0.341 0.158 -0.759
H 3.079 1.461 -1.321 -0.094 -0.035 0.365 0.336
H 2.403 0.668 1.136 0.213 0.423 -0.399 0.278
H -2.653 0.249 1.913 -0.126 -0.205 -0.107 0.180
C 1.886 0.379 0.222 0.018 0.217 1.562 -0.751
H -1.060 2.159 2.188 -0.269 -0.164 -0.182 0.282
H -0.453 -3.301 -0.756 0.361 0.217 0.384 0.259
H -1.900 1.800 3.636 -0.475 -0.275 0.288 0.273
H -4.019 1.244 2.275 -0.027 0.156 0.033 0.292
C -2.070 2.127 2.619 0.563 1.231 -1.297 -0.877
H -3.202 1.350 0.742 0.542 0.914 -0.120 0.316
C 1.682 0.109 -2.135 -0.598 -0.194 -0.665 -0.368
H -0.026 -1.101 -2.755 -0.176 -0.265 -0.492 0.294
C 0.301 -1.272 -0.628 -0.513 1.255 -0.525 0.781
```
Forces are in eV/Å.

## Properties
Total charge = -1
Energy above the lowest of the compared OMol25 structures with the same formula, charge and spin = 15.0 kcal/mol
LUMO energy (alpha / beta) = 3.7155 / 3.6597 eV
Strongest force on any atom = 2.23 eV Å⁻¹
2S+1 = 2
Gap between HOMO and LUMO (alpha / beta) = 0.10341 / 0.25067 Eh

[4]
Entry from the Open Molecules 2025 dataset: a 2-piece molecular cluster, C9H14 overall (the ωB97M-V functional and the def2-TZVPD basis).

The geometry in XYZ format:
```
23
Properties=species:S:1:pos:R:3:forces:R:3:mulliken_charge:R:1
C 1.273 2.433 -0.087 -1.233 1.164 2.339 -1.456
C 1.109 -1.814 -0.554 -0.165 -0.141 -1.070 -0.835
C 0.919 -1.163 0.714 0.117 -2.446 -0.798 -0.309
H -2.824 -1.794 1.467 0.972 0.849 0.616 0.199
H -2.899 0.604 -0.118 -0.741 0.886 -0.610 0.274
H -3.014 -1.076 -0.844 -0.766 0.433 1.192 0.302
H 1.101 -2.915 -0.836 -0.198 1.445 1.119 0.270
H 0.330 2.608 0.533 0.852 0.284 -0.145 0.237
H 1.935 -1.254 -2.505 -0.204 -1.134 -0.776 0.311
H -2.636 0.001 1.970 -1.599 -0.473 -0.158 0.315
C 1.090 0.161 0.882 0.319 0.316 -0.036 -0.683
H 2.088 2.932 0.480 -0.016 -0.463 0.226 0.198
H -1.274 -0.590 1.740 -0.434 -1.862 -1.303 0.092
C 1.436 -0.933 -1.615 0.902 -0.409 -1.389 -0.092
C -2.494 -0.374 -0.145 -0.688 -1.341 0.095 -0.645
H 1.122 3.182 -0.857 -0.002 -0.680 -1.254 0.390
H 2.025 1.020 -2.299 -0.372 -0.175 -0.243 0.237
H 1.201 0.640 1.845 -0.478 -0.143 0.329 0.271
C 1.329 0.955 -0.245 0.391 2.490 -1.670 1.191
H 0.631 -1.861 1.461 0.053 -0.118 1.276 0.356
H -1.646 -0.362 -0.739 2.557 0.535 -0.449 0.091
C -2.301 -0.817 1.311 0.461 0.965 0.660 -0.718
C 1.498 0.418 -1.561 0.274 0.020 2.050 -0.995
```
Forces are in eV/Å.

## Properties
Total charge = -1
Energy above the lowest of the compared OMol25 structures with the same formula, charge and spin = 48.1 kcal/mol
LUMO energy (alpha / beta) = 4.1303 / 4.0150 eV
Strongest force on any atom = 3.02 eV Å⁻¹
2S+1 = 2
Gap between HOMO and LUMO (alpha / beta) = 0.11888 / 0.26430 Eh

[5]
Entry from the Open Molecules 2025 dataset: a 2-piece molecular cluster, C9H14 overall (the ωB97M-V functional and the def2-TZVPD basis).

The geometry in XYZ format:
```
23
Properties=species:S:1:pos:R:3:forces:R:3:mulliken_charge:R:1
H -0.281 2.642 -2.576 -0.281 -0.188 0.247 0.359
H 0.898 1.484 2.949 0.159 -0.369 -0.363 0.288
C 0.328 1.260 -4.039 -1.022 -0.761 0.616 -0.877
C -0.300 -0.098 2.102 0.100 -2.299 0.065 0.477
H -0.061 -1.309 3.984 0.154 0.979 0.129 0.336
H 0.789 -3.458 0.509 -0.189 0.032 -0.083 0.343
C -0.112 1.268 2.589 -0.611 1.150 0.798 -1.252
C -0.066 -1.237 2.903 0.431 -0.623 -0.335 -0.323
C -0.195 -1.584 0.129 -0.513 0.493 1.361 -0.578
H -0.321 1.953 1.766 -0.165 0.280 0.352 0.339
C 0.297 -2.454 2.319 0.516 1.098 -0.366 -0.543
H 0.805 -3.180 2.940 -0.508 -0.329 0.039 0.319
H -0.992 0.353 0.091 0.239 0.538 0.228 0.398
C -0.559 -0.378 0.762 0.341 -0.266 -1.281 -0.261
H -0.121 2.008 -4.691 0.807 0.399 -0.087 0.279
C 0.341 -2.564 0.935 0.231 -1.094 -0.092 -0.265
H -0.199 0.378 -4.405 0.428 -0.484 0.150 0.261
H -1.069 1.091 -2.359 0.063 -0.127 0.180 0.203
C -0.114 1.554 -2.591 -0.248 1.607 -0.370 -0.810
H -0.343 -1.749 -0.928 0.058 0.200 -0.086 0.390
H 0.594 1.447 -1.772 0.207 -0.761 -0.250 0.322
H -0.717 1.468 3.484 -0.241 0.220 -0.364 0.318
H 1.399 1.104 -4.100 0.044 0.305 -0.488 0.279
```
Forces are in eV/Å.

## Properties
SMILES string = Cc1ccccc1.CC
Energy above the lowest of the compared OMol25 structures with the same formula, charge and spin = 24.4 kcal/mol
LUMO energy = 1.0270 eV
Strongest force on any atom = 2.30 eV Å⁻¹
Gap between HOMO and LUMO = 0.36131 Eh

[6]
Entry from the Open Molecules 2025 dataset: a 2-piece molecular cluster, C9H14 overall (the ωB97M-V functional and the def2-TZVPD basis).

The geometry in XYZ format:
```
23
Properties=species:S:1:pos:R:3:forces:R:3:mulliken_charge:R:1
H 1.304 -3.754 -0.911 0.278 -0.328 0.512 0.372
H -2.153 1.766 2.221 -0.568 -0.168 -0.820 0.371
C -1.692 2.327 1.404 1.845 1.521 0.983 -1.339
H 0.419 2.973 -2.598 -0.037 0.304 -0.802 0.376
H 0.964 0.686 -2.888 0.389 -0.901 0.546 0.360
C 0.267 0.183 -0.834 0.384 -4.284 0.421 0.217
H 0.510 -2.274 -0.641 -0.064 0.239 -0.151 0.129
C 1.227 -2.933 -0.197 0.296 -0.310 1.652 -0.656
H 0.906 -0.736 -0.783 -0.987 1.189 -0.079 0.148
H 2.196 -2.440 0.007 -0.305 -0.129 -1.004 0.253
C 0.418 0.893 -1.974 0.097 3.367 -0.817 -0.776
H -0.774 -0.290 1.011 -0.287 -0.077 0.300 0.421
H -0.728 2.643 1.905 -0.783 -0.174 -0.158 0.314
C -0.680 0.394 0.193 1.574 2.555 -2.329 -0.449
H 0.940 -2.350 1.884 -0.489 -0.412 -0.314 0.249
C -1.142 1.719 0.153 0.433 0.397 0.910 0.926
C 0.729 -3.238 1.256 -0.026 -0.244 -0.632 -0.911
H -0.879 3.744 -0.629 -0.061 -0.139 -0.040 0.285
H -0.337 -3.502 1.238 0.196 0.288 0.276 0.264
C 0.026 2.253 -1.920 -0.557 -0.447 1.567 -0.354
H -2.104 3.311 1.162 -0.772 -0.391 0.405 0.306
H 1.246 -4.071 1.738 0.109 0.016 -0.207 0.347
C -0.663 2.694 -0.795 -0.666 -1.870 -0.219 -0.856
```
Forces are in eV/Å.

## Properties
SMILES string = Cc1ccccc1.CC
Energy above the lowest of the compared OMol25 structures with the same formula, charge and spin = 43.2 kcal/mol
LUMO energy = 0.9579 eV
Strongest force on any atom = 4.32 eV Å⁻¹
Gap between HOMO and LUMO = 0.35238 Eh

[7]
Entry from the Open Molecules 2025 dataset: a 2-piece molecular cluster, C9H14 overall (the ωB97M-V functional and the def2-TZVPD basis).

The geometry in XYZ format:
```
23
Properties=species:S:1:pos:R:3:forces:R:3:mulliken_charge:R:1
H -2.308 1.591 -0.179 0.095 0.068 0.081 0.357
C -0.571 2.677 0.491 0.230 -0.513 -0.532 -0.389
C -0.905 -4.749 -0.641 0.533 0.642 0.125 -0.969
H -1.538 -2.700 -1.003 -0.703 0.003 0.521 0.236
H -0.115 -5.243 -0.068 -0.392 -0.125 0.280 0.292
H -1.154 3.475 0.933 0.150 0.050 0.150 0.348
H -1.332 -3.190 0.797 -0.507 0.389 -0.248 0.304
C -1.008 -3.269 -0.239 1.290 -0.341 -0.470 -0.664
H -1.872 -5.219 -0.502 0.065 -0.393 -0.110 0.287
C -1.223 1.625 -0.133 -0.451 0.096 0.138 -0.494
C -0.500 0.586 -0.684 0.203 -0.458 -0.700 -0.313
C 1.539 3.699 1.381 0.218 0.551 -1.135 -1.302
H -0.554 -4.841 -1.666 -0.349 -0.035 -0.272 0.305
H -0.013 -2.810 -0.277 0.064 -0.140 0.171 0.216
H 2.546 3.850 0.990 0.219 -0.164 0.331 0.350
H 1.085 4.680 1.288 -0.313 0.161 0.132 0.360
H 1.570 3.448 2.440 -0.006 -0.283 -0.103 0.268
H 2.627 1.824 -0.244 -0.013 -0.310 0.333 0.294
C 1.555 1.694 -0.127 -0.390 -0.080 -0.800 -0.481
C 0.879 0.631 -0.735 0.450 0.395 0.744 -0.550
C 0.828 2.693 0.495 -0.186 0.453 1.508 0.825
H -0.973 -0.257 -1.172 -0.284 0.085 0.168 0.352
H 1.437 -0.196 -1.143 0.079 -0.050 -0.311 0.368
```
Forces are in eV/Å.

## Properties
SMILES string = Cc1ccccc1.CC
Energy above the lowest of the compared OMol25 structures with the same formula, charge and spin = 8.8 kcal/mol
LUMO energy = 1.0502 eV
Strongest force on any atom = 1.59 eV Å⁻¹
Gap between HOMO and LUMO = 0.37127 Eh

[8]
Entry from the Open Molecules 2025 dataset: a 2-piece molecular cluster, C9H14 overall (the ωB97M-V functional and the def2-TZVPD basis).

The geometry in XYZ format:
```
23
Properties=species:S:1:pos:R:3:forces:R:3:mulliken_charge:R:1
H -0.464 -1.182 0.367 0.472 -0.523 -0.061 -0.009
H 2.912 0.144 -0.512 0.032 -0.048 -0.008 0.368
C -1.307 -1.801 0.056 -0.428 0.317 0.927 -0.498
H -3.103 -2.553 1.066 -0.116 0.067 0.175 0.291
H -1.835 -1.104 -0.602 -0.337 -0.511 -0.111 0.260
H 0.230 0.947 -3.070 0.086 -0.112 -0.056 0.358
C -0.362 1.734 0.775 0.275 -0.245 0.204 -0.571
C 0.602 1.301 1.673 0.072 -0.036 0.151 -0.451
H -1.275 2.160 1.163 -0.124 0.109 -0.163 0.380
H -1.025 -2.733 -0.430 0.285 0.378 -0.466 0.354
H 2.570 0.403 1.867 -0.218 0.095 0.155 0.355
H -1.567 -3.007 1.823 -0.120 -0.075 0.027 0.276
C 1.988 0.584 -0.157 -0.150 -0.022 -0.314 -0.340
H -2.128 -1.370 2.030 -0.383 -0.061 -0.088 0.281
C 1.186 0.803 -2.564 0.247 -0.252 0.067 -1.487
H 0.431 1.391 2.736 0.013 0.049 0.076 0.371
H -0.883 1.894 -1.307 -0.016 -0.025 0.203 0.287
C 1.780 0.740 1.203 0.272 -0.129 -0.127 -0.433
C -2.106 -2.202 1.321 0.650 0.398 -0.402 -0.931
C -0.141 1.567 -0.581 -0.298 0.120 -0.474 -0.391
H 1.903 1.505 -2.996 -0.047 0.091 0.148 0.342
C 1.016 0.974 -1.078 0.028 0.332 0.215 0.857
H 1.576 -0.197 -2.781 -0.194 0.084 -0.077 0.329
```
Forces are in eV/Å.

## Properties
SMILES string = Cc1ccccc1.CC
Energy above the lowest of the compared OMol25 structures with the same formula, charge and spin = 3.8 kcal/mol
LUMO energy = 1.0304 eV
Strongest force on any atom = 1.07 eV Å⁻¹
Gap between HOMO and LUMO = 0.37219 Eh